1.
Entry from OMol25: 2 unconnected molecules or ions with the total composition C5H14 in a non-equilibrium geometry (ωB97M-V with the def2-TZVPD basis set).

```
19
Properties=species:S:1:pos:R:3:nbo_charge:R:1
C -1.5595 -0.3921 -0.8987 -0.61
C 1.8446 0.6035 -1.1719 -0.62
C -2.0588 0.1422 0.4679 -0.37
C -1.2326 -0.7964 1.5058 -0.60
C 2.6126 0.6489 0.1821 -0.61
H -3.2034 0.0193 0.6358 0.19
H 0.9207 1.0340 -1.2179 0.21
H 2.6235 -0.4694 0.5194 0.20
H -2.1110 -1.2350 -1.2287 0.20
H -1.5205 -0.4818 2.4652 0.20
H 2.4319 0.7251 -2.0117 0.21
H -1.6595 -1.8086 1.3571 0.20
H 2.0667 1.2531 0.9701 0.20
H 3.5086 1.1099 0.1752 0.20
H 1.6061 -0.4370 -1.3427 0.20
H -1.8192 1.1144 0.5654 0.19
H -1.7035 0.4609 -1.6728 0.20
H -0.2127 -0.7739 1.3930 0.20
H -0.5340 -0.7171 -0.6928 0.21
```

Energy above the lowest of the compared OMol25 structures with the same formula, charge and spin = 1.689 eV
Orbital gap = 0.443 Eh
Structure (SMILES) = CCC.CC
Total charge = 0
HOMO level = -0.4013 hartree
Lowest unoccupied orbital energy = 1.15 eV

---

2.
Entry from OMol25: a molecular structure, C5H10OS2 in a non-equilibrium geometry (ωB97M-V with the def2-TZVPD basis set).

```
18
Properties=species:S:1:pos:R:3:nbo_charge:R:1
S 0.4419 0.1123 2.3793 -0.10
S -0.7985 1.1780 -0.8012 0.28
O 1.8687 0.4408 -0.6516 -0.77
C 0.2831 -0.8008 0.7411 -0.32
C -1.0722 0.0134 -2.1886 -0.49
C -0.9339 -0.2722 -0.0008 -0.46
C 1.6200 -0.9050 0.0890 -0.12
C -1.2754 -1.1206 -1.1414 -0.41
H -1.6395 -0.3307 0.8023 0.24
H 0.1566 -1.8802 1.1638 0.24
H 2.3438 -0.9828 1.1471 0.25
H -0.2377 -0.0134 -2.9641 0.21
H -2.3483 -1.5211 -1.1706 0.23
H 0.5706 1.8590 1.9276 0.16
H 1.4183 -1.9093 -0.6056 0.18
H -1.8982 0.1766 -2.8083 0.21
H -0.4675 -1.8429 -1.4115 0.22
H 1.1284 0.7860 -1.1139 0.46
```

Energy above the lowest of the compared OMol25 structures with the same formula, charge and spin = 4.958 eV
Orbital gap = 0.324 Eh
Total charge = 0
HOMO level = -0.3229 hartree
Lowest unoccupied orbital energy = 0.03 eV

---

3.
Entry from OMol25: a molecular structure, C18H27LuN2O5P2S in a non-equilibrium geometry (ωB97M-V with the def2-TZVPD basis set).

```
56
Properties=species:S:1:pos:R:3:nbo_charge:R:1
Lu -0.1745 -0.8420 0.1455 1.79
S 0.5778 2.3148 2.1470 2.31
P -2.5625 -0.0692 -0.6866 0.80
P 2.4272 -1.0310 -0.5310 0.79
O -0.2930 3.3527 1.6656 -0.90
O 1.9666 2.3240 1.8066 -0.92
O -1.9612 -2.7323 -4.1223 -0.94
O -0.3838 -4.3865 -2.0959 -0.93
O -0.9463 -1.1338 2.3051 -0.71
N 0.1945 0.4404 -1.9506 -0.51
N -0.0367 0.8180 1.6983 -1.05
C -0.3782 0.6790 4.0006 -0.20
C -3.2297 1.3608 0.1818 -0.89
C 0.2474 1.9057 3.8393 -0.22
C 0.6218 2.7093 4.9133 -0.21
C 1.6049 1.5490 -3.5487 -0.07
C 2.9300 -2.3562 -1.6731 -0.94
C 0.3741 2.2700 6.2243 -0.14
C -0.2535 1.0334 6.4268 -0.19
C 1.4117 0.8284 -2.3722 0.30
C 2.6587 0.4839 -1.5570 -0.76
C -0.7359 1.4412 -3.9520 -0.05
C -0.5267 0.0255 2.6761 0.67
C -0.9076 0.7193 -2.7455 0.08
C -2.2200 0.2771 -2.3636 -0.20
C 3.7500 -0.8843 0.7055 -0.93
C 0.5145 1.8733 -4.3581 -0.16
C -0.6331 0.2441 5.3269 -0.13
C -3.5979 -1.5291 -0.5099 -0.95
H 2.2714 -2.3891 -2.5540 0.25
H -0.7866 -3.8584 -2.8277 0.48
H 3.4826 0.3187 -2.2733 0.26
H 2.9026 1.3446 -0.9092 0.31
H -1.6260 1.6206 -4.5526 0.26
H 3.9709 -2.2401 -2.0030 0.26
H 2.6217 1.8263 -3.8275 0.27
H 0.6562 2.4156 -5.2881 0.28
H -3.3175 1.1032 1.2465 0.30
H 3.7027 -1.7884 1.3390 0.27
H -2.9966 0.4916 -3.0833 0.25
H -0.2342 -2.7039 -0.0619 -0.58
H 1.1067 3.6636 4.7293 0.25
H -3.0857 -2.4074 -0.9348 0.30
H -2.5388 2.2150 0.1204 0.29
H -4.2115 1.6408 -0.2200 0.27
H 4.7438 -0.8125 0.2320 0.26
H -3.7259 -1.6929 0.5701 0.30
H 0.6724 2.8904 7.0799 0.25
H 0.3145 -3.8311 -1.6989 0.46
H -2.4794 -2.9994 -4.9053 0.50
H -0.4266 0.7011 7.4631 0.25
H -1.1105 -0.7188 5.5395 0.25
H 3.5759 -0.0057 1.3557 0.28
H -4.5682 -1.3692 -0.9975 0.27
H 2.8100 -3.3155 -1.1474 0.28
H -2.1625 -1.7842 -3.9872 0.45
```

Orbital gap (spin up / spin down) = 0.140 / 0.119 Eh
Total charge = +2
HOMO level (spin up / spin down) = -0.5262 / -0.5159 hartree
Lowest unoccupied orbital energy (spin up / spin down) = -10.50 / -10.80 eV

---

Which value of total charge does entry 2 give? 0